1.
Entry from OMol25: a cluster of 3 separate species, C3H13N3 in total (ωB97M-V/def2-TZVPD).

CARTESIAN COORDINATES (ANGSTROEM)
1 C 0.76556 4.18087 -1.49031
2 C 2.02868 2.13294 -1.16697
3 C -1.93076 -6.58483 1.47780
4 N -3.02250 -6.87826 0.91741
5 N 0.50690 2.75893 1.07180
6 N 0.79308 2.82573 -1.04970
7 H -0.34880 4.69482 -1.41605
8 H 1.35713 4.91076 -0.84073
9 H 1.11734 4.35378 -2.47093
10 H 3.06774 2.60931 -0.92556
11 H 1.99326 1.19599 -0.65987
12 H 1.84591 1.97504 -2.33742
13 H -1.84942 -6.41883 2.56467
14 H -1.06500 -6.23183 0.91818
15 H -2.96176 -6.78286 -0.14840
16 H -3.84656 -6.85327 1.54558
17 H -0.20610 2.04601 1.18504
18 H 1.43292 2.41286 1.32393
19 H 0.32238 3.65284 1.50154

As for the total charge: +2. For the LUMO energy, the calculation gives -7.85 eV. The calculation puts the HOMO-LUMO gap at 0.32299 Ha. For the HOMO energy, the calculation gives -16.634 eV.

Löwdin atomic charges, in units of e: -0.12 -0.11 0.14 0.20 0.19 -0.03 0.16 0.12 0.09 0.14 0.07 0.19 0.14 0.13 0.21 0.18 0.10 0.09 0.10

***

2.
Entry from OMol25: a structure of composition C29H32F6Ge2KNO2Sb (ωB97M-V/def2-TZVPD).

CARTESIAN COORDINATES (ANGSTROEM)
1 K -0.53868 0.97397 0.16530
2 F 0.91224 -0.53627 1.85645
3 Sb 2.74415 -0.39719 1.36924
4 F 2.20891 -1.81767 0.03225
5 F 3.09471 -1.85089 2.49389
6 F 2.16751 0.84649 0.05606
7 F 3.05654 0.92421 2.63489
8 F 4.41863 -0.46179 0.57107
9 C -0.68407 -5.57786 1.98632
10 Ge 0.69109 -4.22178 2.31290
11 C 0.12283 -2.94331 3.66892
12 C 2.40660 -5.06394 2.68813
13 Ge 0.84165 -3.23088 0.07194
14 C -0.60816 -2.15187 -0.64934
15 C -1.79879 -1.99892 0.06385
16 C -2.84581 -1.24519 -0.45575
17 C -2.70807 -0.63316 -1.69647
18 C -1.52829 -0.77773 -2.41965
19 C -0.48418 -1.53427 -1.89828
20 C 1.63806 -4.30762 -1.30784
21 C 0.89617 -4.71531 -2.41715
22 C 1.45596 -5.56183 -3.36379
23 C 2.76390 -5.99971 -3.21148
24 C 3.51365 -5.59928 -2.11215
25 C 2.94920 -4.76532 -1.16075
26 H -0.79688 -6.18993 2.88236
27 H -0.39556 -6.23149 1.16240
28 H -1.65177 -5.13075 1.75591
29 H -0.12019 -3.49343 4.57948
30 H -0.76686 -2.39972 3.35245
31 H 0.91194 -2.22942 3.89007
32 H 2.34230 -5.56748 3.65386
33 H 3.21026 -4.33220 2.73174
34 H 2.63672 -5.81053 1.92828
35 H -1.91640 -2.46956 1.03394
36 H -3.76790 -1.13825 0.10086
37 H -3.52220 -0.04619 -2.10171
38 H -1.43113 -0.31198 -3.39112
39 H 0.42611 -1.65922 -2.47545
40 H -0.12699 -4.37969 -2.54344
41 H 0.87367 -5.88035 -4.21822
42 H 3.19982 -6.65916 -3.95053
43 H 4.53312 -5.94243 -1.99654
44 H 3.54030 -4.46213 -0.30276
45 C -2.49526 6.27929 -1.26360
46 O -1.21522 5.69035 -1.05706
47 C -0.88935 4.61822 -1.79694
48 C -1.59733 4.17761 -2.91147
49 C -1.13292 3.10508 -3.65865
50 C 0.04392 2.45743 -3.31368
51 C 0.74099 2.87710 -2.18940
52 C 0.26815 3.93090 -1.41977
53 N 1.03434 4.33048 -0.28959
54 C 0.69057 4.76913 0.92586
55 C -0.49474 4.77230 1.64222
56 C -0.48580 5.57148 2.83955
57 C -1.59965 5.75663 3.58130
58 C -2.81265 5.12653 3.17130
59 C -2.86889 4.32018 2.08242
60 C -1.70094 4.04800 1.28119
61 O -1.73683 3.20441 0.35357
62 H -2.59774 7.04314 -0.49908
63 H -3.28239 5.53286 -1.14344
64 H -2.56297 6.74128 -2.24955
65 H -2.50445 4.68363 -3.20809
66 H -1.68978 2.79268 -4.53307
67 H 0.42884 1.64633 -3.91786
68 H 1.65999 2.38146 -1.89396
69 H 2.02501 4.37265 -0.47418
70 H 1.54152 5.20775 1.43793
71 H 0.44208 6.05497 3.12426
72 H -1.57973 6.37570 4.46639
73 H -3.70866 5.28864 3.75915
74 H -3.78427 3.82478 1.78411

As for the total charge: +1. For the LUMO energy, the calculation gives -3.04 eV. The calculation puts the HOMO-LUMO gap at 0.26592 Ha. For the HOMO energy, the calculation gives -10.281 eV.

Löwdin atomic charges, in units of e: 0.84 -0.39 1.43 -0.35 -0.32 -0.38 -0.31 -0.30 -0.24 0.72 -0.23 -0.23 1.01 -0.34 -0.13 -0.08 -0.08 -0.08 -0.12 -0.32 -0.11 -0.07 -0.06 -0.07 -0.11 0.03 0.02 0.02 0.03 0.01 0.01 0.03 0.01 0.02 0.10 0.12 0.12 0.11 0.12 0.10 0.11 0.11 0.11 0.10 -0.04 -0.07 -0.24 0.01 -0.07 -0.09 -0.05 -0.18 0.13 0.00 -0.13 -0.04 -0.08 -0.06 -0.01 -0.38 -0.13 0.10 0.10 0.10 0.11 0.11 0.11 0.11 0.16 0.14 0.12 0.10 0.11 0.12